Density functional theory data (the ωB97M-V functional and the def2-TZVPD basis) for an isolated ion of composition C6H17N2 and charge +1.

Positions of all 25 atoms, in Å:
C -2.163 -1.995 1.561
N -1.418 -2.005 0.250
C -1.683 -0.844 -0.746
C -1.067 0.541 -0.313
N 0.229 0.193 0.251
C 1.428 0.912 -0.593
C 2.814 0.476 -0.027
C 1.402 2.471 -0.630
H -1.573 -2.550 2.410
H -3.235 -2.173 1.331
H -2.076 -0.831 1.802
H -1.631 -2.911 -0.141
H -0.415 -1.840 0.507
H -2.656 -0.825 -1.157
H -1.048 -1.363 -1.620
H -1.814 0.875 0.425
H -0.819 1.230 -1.341
H 0.406 0.526 1.114
H 1.232 0.565 -1.608
H 3.131 -0.565 -0.357
H 3.764 0.870 -0.384
H 2.963 0.559 1.092
H 0.981 2.845 0.267
H 2.423 2.907 -0.597
H 0.823 2.931 -1.494

Values from the calculation:
ΔE to the lowest compared entry with this formula, charge and spin = 71.17 kcal/mol
charge = +1
strongest force on any atom = 4.956 eV/A



Density functional theory data (the ωB97M-V functional and the def2-TZVPD basis) for an isolated ion of composition C6H17N2 and charge +1.

Positions of all 25 atoms, in Å:
C -1.215 0.022 -2.074
C 0.226 0.104 -1.630
N 1.100 0.655 -2.769
C 0.661 0.792 -0.317
C -0.469 0.931 0.716
C -0.751 -0.423 1.329
C 0.407 -0.992 2.226
N -0.116 -1.307 3.550
H -1.816 -0.302 -1.222
H -1.634 1.005 -2.308
H -1.391 -0.691 -2.869
H 0.561 -0.931 -1.532
H 0.537 1.059 -3.518
H 1.598 -0.119 -3.197
H 1.769 1.315 -2.413
H 1.496 0.285 0.158
H 1.022 1.799 -0.576
H -1.342 1.433 0.283
H -0.227 1.699 1.460
H -1.027 -1.162 0.566
H -1.608 -0.571 1.993
H 0.725 -1.962 1.833
H 1.263 -0.319 2.138
H -0.373 -0.503 4.122
H 0.605 -1.815 4.052

Values from the calculation:
ΔE to the lowest compared entry with this formula, charge and spin = 24.04 kcal/mol
charge = +1
strongest force on any atom = 1.660 eV/A